DFT (the ωB97M-V functional and the def2-TZVPD basis) results for 2 unconnected molecules or ions with the total composition C16H19ClN at a distorted geometry.

Last column: Löwdin charge in e.
Cartesian coordinates (Å):
C  -3.633202  -2.480006  -2.651615  -0.0747
H  -2.476268  -0.100211  0.166996  0.0529
H  -0.717950  0.009866  -3.061224  0.1119
N  -2.045595  -0.904039  -1.710057  0.0077
C  4.758206  0.148369  1.462606  -0.0126
H  -2.192688  -0.140628  1.936672  0.0960
C  0.037829  -1.501357  1.241846  -0.0221
H  -0.635371  -1.451352  2.105878  0.0981
C  -0.896915  1.279939  0.937930  0.0860
H  -3.562561  -1.811400  -0.591084  0.1129
C  2.341807  -0.591469  1.394804  0.0212
H  0.386037  3.723368  2.221690  0.1048
H  -4.473948  -3.146035  -2.484533  0.1117
H  5.272519  0.572724  0.587046  0.1061
C  1.030704  3.496221  1.362733  -0.0347
C  -1.530343  -0.721753  -2.951114  -0.1170
H  2.692893  -1.630310  1.482841  0.1350
C  -2.149045  0.489829  1.043366  -0.0569
C  1.456822  2.059286  1.287679  -0.1627
H  3.515641  2.591026  1.466187  0.1377
H  -1.540472  -1.241867  -5.061435  0.1101
H  5.232132  0.577754  2.356349  0.1042
C  0.983208  -0.357787  1.235803  -0.1543
C  -1.987311  -1.411661  -4.086840  -0.0737
Cl  -3.611196  -3.233036  -5.233919  0.7330
C  2.800870  1.759928  1.402402  0.0154
C  3.282403  0.441327  1.427402  -0.1921
C  -3.103477  -1.736015  -1.587816  -0.1345
C  0.475624  0.988108  1.124160  -0.0977
H  -0.561352  -1.511280  0.327956  0.0766
C  -3.040131  -2.320629  -3.907824  -0.6776
H  0.496519  3.770751  0.450640  0.0947
H  -1.112639  2.357029  0.868374  0.1202
H  4.929691  -0.934935  1.466214  0.0882
H  1.909840  4.145186  1.446739  0.0908
H  -2.926124  1.257334  1.205653  0.0987
H  0.593830  -2.442261  1.317486  0.0966

Forces on the atoms, in the same order (eV/Å):
C 0.52 0.56 0.30
H 0.77 0.33 0.24
H -0.34 -0.39 0.20
N -0.41 -0.18 -0.99
C -0.10 -0.25 0.10
H 0.36 -0.12 -0.21
C 0.17 -0.67 -0.05
H 0.13 0.01 -0.18
C 1.55 0.30 0.79
H 0.28 -0.05 -0.42
C -0.25 -0.56 -0.09
H 0.09 -0.26 -0.18
H 0.16 0.09 -0.17
H -0.27 -0.02 0.22
C 0.19 0.29 -0.16
C -0.50 -0.55 0.05
H -0.22 0.54 -0.10
C -0.93 0.84 0.44
C -0.05 0.08 -0.01
H -0.33 -0.40 0.05
H -0.11 -0.08 0.17
H -0.18 -0.03 -0.20
C 0.17 -0.14 0.35
C -0.19 0.08 0.96
Cl -0.12 -0.15 -0.27
C -0.17 0.61 -0.05
C -0.04 0.05 -0.26
C 0.40 0.03 -0.65
C -0.74 0.11 0.00
H -0.07 -0.05 0.09
C 0.28 0.41 0.52
H -0.02 0.15 0.07
H 0.30 -0.48 -0.23
H 0.01 0.31 0.02
H -0.23 -0.16 -0.07
H 0.08 -0.43 -0.19
H -0.18 0.18 -0.09

E_tot = -30905.521 eV
energy above the lowest of the compared OMol25 structures with the same formula, charge and spin = 65.5 kJ/mol
LUMO level = -5.483 eV
highest occupied orbital energy = -12.4 eV
total charge = +1